Entry 1:
Entry from the OMol25 dataset: C52H48ClDyIN6P3S as an isolated structure at a distorted geometry (ωB97M-V/def2-TZVPD).

Its lowest unoccupied orbital energy (spin up / spin down) is -4.493 / -4.592 eV. The value obtained for the HOMO-LUMO gap (spin up / spin down) is 7.58 / 7.48 eV. Its calculated total energy is -147041.00696 eV. The spin multiplicity is 6. The charge is +2. As for the expectation value of S²: 9.3377. The HOMO energy (spin up / spin down) comes out at -0.444 / -0.444 Eh.

The geometry in XYZ format:
```
113
C52H48ClDyIN6P3S ωB97M-V/def2-TZVPD
C 9.155 15.419 14.793
H 8.871 11.779 11.475
C 11.751 18.011 12.502
C 13.557 16.074 11.635
C 8.737 10.653 18.872
H 13.638 13.289 12.551
C 14.448 13.253 13.361
H 14.255 15.187 9.258
C 14.532 13.575 7.844
C 8.531 10.699 16.083
C 9.788 16.752 7.463
H 11.862 15.837 15.092
H 11.052 18.803 12.778
H 12.799 16.096 19.493
C 6.157 7.812 12.731
C 11.966 12.813 19.267
Dy 11.162 11.721 13.462
C 8.911 15.561 9.813
C 14.105 9.110 15.669
N 13.565 9.572 14.539
C 11.300 16.974 11.727
H 15.014 13.237 16.677
H 12.254 11.203 7.129
C 12.633 15.096 19.069
H 8.937 10.598 19.934
C 7.927 9.167 13.590
H 12.111 15.063 13.538
H 9.804 8.182 13.789
H 13.106 15.807 17.085
C 11.653 14.920 14.505
C 10.189 14.622 14.435
C 16.558 12.950 15.184
C 16.796 12.865 13.818
C 13.984 17.154 12.386
C 6.605 9.065 13.166
H 13.431 19.008 13.383
H 6.500 5.729 12.479
C 7.961 14.686 14.593
H 7.273 12.099 12.752
N 10.149 10.512 10.485
C 12.482 13.703 17.048
H 10.222 12.464 10.893
H 17.437 12.804 15.847
C 8.262 6.833 13.210
N 12.268 9.847 14.682
H 14.514 11.944 6.475
H 9.211 16.426 15.144
H 6.944 16.346 9.251
C 13.080 9.081 16.571
N 11.274 8.644 9.888
C 7.997 16.232 9.005
C 15.749 12.964 12.906
C 6.928 6.683 12.829
H 17.827 12.797 13.395
H 10.260 17.013 11.408
H 6.621 12.171 14.397
H 11.770 11.758 17.387
C 12.790 14.904 17.681
H 8.793 12.789 18.794
H 11.046 12.366 8.889
N 9.765 13.369 14.018
C 12.200 15.967 11.306
P 12.478 13.469 15.246
C 13.092 18.136 12.806
P 11.437 14.523 10.481
H 11.566 12.011 19.856
H 8.751 8.541 18.622
H 10.166 17.219 6.538
H 7.727 17.254 7.108
C 14.205 13.392 14.701
H 10.468 8.355 9.373
H 15.188 8.915 15.768
P 8.615 10.728 14.265
H 8.549 8.528 16.288
H 15.017 17.260 12.667
C 8.346 13.428 14.165
H 13.940 9.649 13.596
C 8.579 9.484 16.782
H 11.704 16.042 7.973
C 12.714 12.038 7.598
N 9.891 11.625 11.338
C 13.821 14.312 8.785
H 5.105 7.785 12.437
C 12.042 12.727 8.600
C 12.068 12.666 17.879
C 12.260 14.034 19.860
C 15.254 13.186 15.645
C 8.770 11.853 18.203
I 13.229 8.649 18.557
C 8.727 11.886 16.805
S 12.583 10.286 11.484
H 12.098 14.143 20.935
H 14.285 15.344 11.261
C 7.549 12.185 13.823
H 8.632 12.864 16.308
C 11.243 9.782 10.589
H 15.552 13.834 7.611
H 8.922 5.965 13.297
C 13.968 12.470 7.243
H 15.880 12.881 11.819
C 8.416 16.786 7.794
C 12.577 13.872 9.179
C 10.277 15.386 9.433
Cl 8.385 14.822 11.290
C 8.712 9.505 18.125
C 11.972 9.495 15.927
C 10.668 16.061 8.266
H 6.989 15.043 14.732
H 12.094 8.026 9.843
C 8.758 8.053 13.534
H 5.939 9.910 13.164
H 11.005 9.599 16.342
H 9.405 10.212 9.903
```

Atomic partial charges in e from the Mulliken method, atoms 1 to 8: C -1.309; H 0.415; C -0.709; C 0.411; C -0.827; H -0.273; C 0.580; H 0.746

Entry 2:
Entry from the OMol25 dataset: C52H48GeN3O8PTi as an isolated structure at a distorted geometry (ωB97M-V/def2-TZVPD).

Its lowest unoccupied orbital energy is 3.531 eV. The value obtained for the HOMO-LUMO gap is 6.07 eV. Its calculated total energy is -164476.76480 eV. The energy relative to the best compared isomer or geometry (same formula, charge and spin) comes out at 126.31 kJ/mol. The charge is -2. The HOMO energy comes out at -0.093 Eh.

The geometry in XYZ format:
```
114
C52H48GeN3O8PTi ωB97M-V/def2-TZVPD
H -1.273 3.385 -0.369
C 0.291 0.631 -6.509
C -2.504 -2.685 3.492
H -1.785 -0.080 -3.921
C -4.669 -1.172 0.604
H -6.554 1.379 1.813
C 0.379 -3.458 -2.904
O 7.541 -1.726 -0.741
H -1.418 -6.379 3.377
C -3.296 0.448 1.698
C 1.333 6.667 1.118
C 4.970 -1.356 0.210
C 0.910 -3.610 -1.630
C 3.576 0.831 -0.610
H 2.396 1.048 -6.422
H 5.388 1.520 -1.498
H -2.497 -4.955 -0.191
H 0.260 -3.833 -0.791
H -2.011 4.258 1.963
O 0.019 0.752 -7.852
O -0.502 0.476 -1.553
N 2.202 -3.439 -1.347
H -1.093 1.818 0.335
C 0.227 4.543 3.829
H -2.548 -1.066 -1.998
C -2.074 -3.217 2.270
H -6.773 -0.760 0.579
H 0.501 -2.075 1.306
H -0.587 -0.071 3.019
C -5.676 0.784 1.590
H 5.512 -2.240 0.513
C 2.156 1.391 6.374
H -3.561 -4.528 -4.306
C 2.423 1.336 2.649
H -2.324 0.811 2.010
H 1.387 5.215 5.550
C 7.115 -0.561 -0.891
C 0.097 5.768 1.226
H -2.224 -5.401 5.508
H -2.812 -1.646 3.548
H -2.654 2.554 0.369
H 3.080 -1.934 1.076
H 2.334 4.372 4.321
C -1.737 -5.343 3.414
N 2.950 -0.122 0.114
C -1.678 -4.559 2.265
C -2.458 -2.929 -0.918
C 0.618 0.639 4.603
H 1.128 7.549 0.506
H -4.787 -2.103 0.060
H 3.282 -2.645 -4.430
C -2.182 -4.795 4.610
C 1.510 5.075 4.474
H 2.434 0.708 -3.935
H -0.243 5.520 0.216
H 3.146 1.675 1.915
H -3.280 -2.077 -4.122
C -0.077 -1.359 0.706
H 1.665 7.020 2.096
H -0.731 6.280 1.730
C 5.632 -0.385 -0.528
H -0.099 0.356 5.367
C -1.305 3.433 1.816
C -1.588 2.765 0.475
C 1.511 0.600 -4.490
C -2.560 -3.459 4.646
H -1.283 -5.007 1.361
C 3.635 -1.194 0.520
C 1.838 1.194 4.974
C -4.419 1.215 1.991
H 1.813 6.033 4.048
C 2.580 -2.940 -3.661
H -0.045 3.599 4.312
C 2.714 2.006 -1.069
C 0.344 0.420 3.259
H -1.472 -0.473 -8.597
Ge -1.861 -1.986 0.728
C -3.091 -2.708 -3.259
H -2.892 -3.014 5.578
C -1.368 0.438 -8.005
C 2.749 1.540 3.980
O -1.919 0.232 -6.706
C -3.034 -4.884 -2.252
C 0.407 0.059 -2.337
Ti 0.894 0.193 0.091
C -5.797 -0.414 0.895
C -0.861 0.322 -5.826
H 0.855 -2.968 -4.941
C -2.638 -4.307 -1.046
H 2.165 6.128 0.659
C 3.012 -3.105 -2.354
C 1.236 -3.115 -3.937
C -3.260 -4.085 -3.363
H -4.306 2.153 2.522
O 3.186 2.816 -1.842
P 0.400 4.130 2.035
H -0.686 -3.577 -3.068
H 4.052 -2.927 -2.095
C 1.217 0.758 2.212
O 7.714 0.498 -1.165
C 4.910 0.734 -0.933
C -2.692 -2.141 -2.055
H -0.608 5.238 3.977
N 2.407 1.546 7.487
H -1.463 2.722 2.632
C -0.880 0.153 -4.469
C 0.346 0.289 -3.806
O 1.410 -0.545 -1.874
C 1.498 0.790 -5.876
O 1.507 2.015 -0.575
C -3.393 -0.757 0.999
H 3.705 1.972 4.253
H -1.876 1.271 -8.489
H -3.159 -5.959 -2.321
```

Atomic partial charges in e from the Mulliken method, atoms 1 to 8: H 0.457; C 0.877; C -0.025; H 0.607; C -0.612; H 0.363; C -0.057; O -0.741